No. 1
Molecular formula: C3H4BaO3
Method: DFT, ωB97M-V with the def2-TZVPD basis set

Each line ends with the Löwdin charge.
Positions of all 11 atoms, in Å:
O -1.315 1.160 0.365  -0.218
C -1.218 0.351 -0.603  -0.857
O -2.043 -0.608 -0.672  -0.240
O -0.130 0.382 -1.359  0.009
C 1.084 -0.330 -0.864  -0.097
C 1.876 0.330 -0.030  0.008
H 1.351 -1.137 -1.545  0.113
H 2.549 1.096 -0.414  0.077
H 1.605 0.668 0.970  0.063
Ba -2.845 -0.507 1.879  1.494
H -0.915 -1.405 2.272  -0.355

* spin multiplicity: 1
* LUMO level (spin up / spin down): -0.0337 / -0.0336 hartree
* Kohn-Sham gap (spin up / spin down): 0.24697 / 0.24486 hartree
* molar mass: 225.4 g mol⁻¹
* HOMO level (spin up / spin down): -7.6 / -7.6 eV

=====

No. 2
Molecular formula: C4H5F3NO3
Method: DFT, ωB97M-V with the def2-TZVPD basis set

Each line ends with the Löwdin charge.
Positions of all 16 atoms, in Å:
C -1.550 0.340 -0.015  -0.395
C 0.709 -1.704 1.123  -0.044
C 0.380 -0.232 1.080  -0.595
C -0.621 1.500 -0.591  -0.340
N -0.574 1.835 -1.822  0.088
O -1.089 -0.286 1.086  0.016
O -2.552 -0.086 -0.493  0.126
O 0.959 0.492 0.180  -0.140
F -0.572 2.500 0.309  0.091
F -0.814 0.754 -2.663  -0.098
F 1.459 0.475 -2.362  -0.138
H -0.085 -2.316 0.640  0.084
H 0.764 -2.156 2.153  0.075
H 1.704 -1.905 0.630  0.090
H 0.607 0.249 2.166  0.159
H 1.275 0.539 -1.422  0.022

* spin multiplicity: 1
* LUMO level: 0.1443 hartree
* Kohn-Sham gap: 0.33872 hartree
* molar mass: 172.1 g mol⁻¹
* charge: -1
* HOMO level: -5.3 eV

=====

No. 3
Molecular formula: C22H47BGeN9O3Rb
Method: DFT, ωB97M-V with the def2-TZVPD basis set

Each line ends with the Löwdin charge.
Positions of all 84 atoms, in Å:
Rb -0.015 -0.721 0.111  0.838
N 2.758 -1.223 1.116  -0.037
C 3.307 -0.271 2.074  -0.275
C 2.356 -0.051 3.243  -0.257
N 1.088 0.433 2.762  -0.090
C 0.126 0.895 3.746  -0.228
C -1.128 0.028 3.773  -0.287
N -1.707 0.006 2.442  -0.047
H 2.851 -2.189 1.398  0.063
H 3.119 -1.082 0.181  0.049
H 3.424 0.677 1.541  0.111
H 4.295 -0.551 2.465  0.093
H 2.842 0.637 3.961  0.103
H 2.209 -1.002 3.776  0.103
H 1.203 1.107 2.010  0.078
H -0.175 1.920 3.501  0.109
H 0.575 0.922 4.749  0.103
H -1.797 0.414 4.560  0.092
H -0.854 -0.997 4.052  0.097
H -1.818 0.940 2.042  0.030
H -2.576 -0.507 2.390  0.048
C 0.143 -4.167 -3.590  -0.055
N 1.256 -3.231 -3.549  -0.153
C 2.184 -3.370 -4.656  -0.075
C 0.973 -1.970 -3.050  -0.421
O -0.125 -1.708 -2.611  0.011
C 2.121 -0.954 -3.036  -0.192
O 2.113 -0.087 -1.948  -0.206
C 1.117 1.062 -2.044  -0.225
C 1.429 2.106 -1.052  -0.324
O 0.548 2.010 0.099  -0.432
N 1.452 3.480 -1.527  -0.245
C 1.381 3.742 -2.930  -0.156
C 2.509 4.247 -0.901  -0.139
H 0.545 -5.181 -3.616  0.084
H -0.483 -4.009 -4.478  0.091
H -0.474 -4.051 -2.705  0.064
H 2.525 -4.406 -4.713  0.081
H 3.057 -2.736 -4.530  0.071
H 1.711 -3.118 -5.614  0.090
H 2.081 -0.405 -3.993  0.129
H 3.070 -1.491 -3.003  0.110
H 0.139 0.592 -1.901  0.033
H 1.185 1.395 -3.085  0.089
H 0.426 3.406 -3.340  0.081
H 2.194 3.259 -3.521  0.071
H 1.457 4.820 -3.104  0.068
H 2.500 4.052 0.171  0.070
H 2.358 5.323 -1.065  0.057
H 3.511 3.961 -1.280  0.062
B -1.670 -4.600 0.287  -0.436
N -1.111 -4.468 1.734  -0.101
C -1.462 -5.205 2.805  -0.133
C -0.645 -4.859 3.862  -0.110
C 0.203 -3.878 3.314  -0.204
N -0.084 -3.646 2.041  0.063
N -2.718 -3.480 -0.025  -0.101
C -3.841 -3.607 -0.755  -0.135
C -4.385 -2.349 -0.938  -0.100
C -3.496 -1.499 -0.257  -0.190
N -2.499 -2.189 0.290  -0.021
H -2.260 -5.667 0.198  0.058
H -0.733 -4.532 -0.489  0.056
H -2.267 -5.919 2.733  0.100
H -0.665 -5.248 4.868  0.065
H 0.991 -3.314 3.793  0.080
H -4.166 -4.579 -1.093  0.098
H -5.280 -2.088 -1.479  0.069
H -3.532 -0.424 -0.137  0.098
C -3.280 4.295 0.298  -0.253
Ge -1.298 4.196 0.129  0.722
C -0.626 4.889 1.859  -0.239
C -0.939 5.748 -1.054  -0.262
C -0.874 2.346 -0.029  -0.382
H -3.630 5.321 0.463  -0.009
H -3.589 3.668 1.138  -0.006
H -3.764 3.907 -0.604  -0.002
H -0.917 5.936 2.002  -0.005
H 0.464 4.818 1.919  -0.001
H -1.050 4.285 2.666  -0.007
H -1.613 6.565 -0.772  -0.011
H -1.105 5.490 -2.104  -0.006
H 0.095 6.082 -0.946  -0.016
H -1.242 2.049 -1.038  -0.013

* spin multiplicity: 1
* LUMO level: 0.1404 hartree
* Kohn-Sham gap: 0.11770 hartree
* molar mass: 654.6 g mol⁻¹
* charge: -2
* HOMO level: 0.6 eV

=====

- Among the records above, which one has the highest molar mass?
  C22H47BGeN9O3Rb